1.
Below is a cluster of 2 separate species, C18H26ClN4O11 in total, with properties calculated with wB97M-V/def2-TZVPD.

Computed properties:
- Gap between HOMO and LUMO: 8.2 eV
- 2S+1: 1
- Net charge: -1
- E_HOMO: -5.8 eV

Last column: Löwdin charge in e.
Positions of all 60 atoms, in Å:
O (2.1603, 2.0423, 7.1808)  0.04
O (-1.7625, 0.9437, 5.5948)  0.08
O (1.7054, 1.4277, -6.2673)  0.06
O (-1.2472, 1.3850, -0.8334)  -0.08
O (0.2992, -0.9531, -4.0739)  0.06
O (-2.6913, 2.8567, -1.6390)  -0.01
Cl (3.9571, 0.4903, 5.2300)  0.67
O (-0.6376, -4.8222, 3.1637)  -0.06
O (-0.8448, -1.9554, 3.7518)  -0.02
O (-0.4754, 1.0947, 1.6567)  -0.03
O (-2.6211, -3.1079, 0.7174)  -0.02
O (-1.0323, -1.0435, -0.2854)  -0.04
C (1.5500, 1.4171, 6.3282)  -0.49
C (-0.5581, 0.8324, 5.4443)  -0.45
C (1.7564, 2.4106, -5.5448)  -0.57
C (-2.0033, 1.8223, -1.7424)  -0.65
C (0.9954, -0.0003, -3.7289)  -0.45
C (2.2147, 0.6240, 5.2964)  -0.54
C (1.4275, -0.0267, 4.3709)  0.00
N (0.1917, 1.4379, 6.4015)  0.21
N (2.2952, -0.1490, -3.4382)  0.02
N (0.0277, 0.0802, 4.4362)  0.09
N (1.2743, 2.4653, -4.3035)  0.09
C (2.4109, 3.6741, -6.0499)  -0.01
C (2.9982, -1.4282, -3.4620)  -0.06
C (-1.8695, -4.1395, 3.4479)  -0.18
C (-2.0497, 1.0501, -3.0694)  -0.10
C (-0.8371, -0.5548, 3.4456)  -0.21
C (-1.8411, -2.6721, 3.0011)  -0.24
C (-0.4419, -0.3137, 1.9692)  -0.24
C (-1.5589, -2.5474, 1.4967)  -0.27
C (-1.4409, -1.0762, 1.0857)  -0.28
C (-1.0324, 1.6009, -4.0832)  -0.13
C (0.4397, 1.4405, -3.6450)  -0.19
H (-0.6928, -5.7555, 3.4254)  0.09
H (-0.7374, 1.2617, 0.7019)  0.05
H (-2.4630, -2.8403, -0.2113)  0.10
H (-1.0786, -0.0922, -0.6102)  0.02
H (1.8980, -0.6295, 3.5979)  0.14
H (-0.2633, 2.0890, 7.0198)  0.18
H (2.8151, 0.6849, -3.2211)  0.13
H (1.3537, 3.3465, -3.8242)  0.14
H (3.2606, 3.9190, -5.4169)  0.08
H (2.7472, 3.5097, -7.0726)  0.08
H (1.6831, 4.4830, -6.0319)  0.08
H (4.0411, -1.2932, -3.1763)  0.08
H (2.5154, -2.1202, -2.7692)  0.09
H (2.9455, -1.8491, -4.4678)  0.08
H (-2.6915, -4.6517, 2.9372)  0.12
H (-2.0694, -4.1762, 4.5236)  0.12
H (-1.8582, -0.0088, -2.8879)  0.10
H (-3.0498, 1.1309, -3.5015)  0.11
H (-1.8545, -0.1605, 3.5516)  0.17
H (-2.8277, -2.2406, 3.2011)  0.17
H (0.5601, -0.7092, 1.7807)  0.15
H (-0.6180, -3.0579, 1.2622)  0.16
H (-2.4239, -0.6012, 1.1856)  0.17
H (-1.2481, 2.6628, -4.2172)  0.12
H (-1.1785, 1.1125, -5.0475)  0.12
H (0.4764, 1.6803, -2.5838)  0.14

=====

2.
Below is a cluster of 2 separate species, CH3FO3P in total, with properties calculated with wB97M-V/def2-TZVPD.

Computed properties:
- Gap between HOMO and LUMO: 8.3 eV
- 2S+1: 1
- Net charge: -1
- E_HOMO: -4.3 eV

Last column: Löwdin charge in e.
Positions of all 9 atoms, in Å:
C (-1.1484, 0.0740, -0.0229)  -0.22
O (0.6667, -1.6836, 1.3184)  -0.37
O (0.9276, -1.3473, -1.2230)  -0.36
O (1.0604, 1.5129, 0.1645)  -0.37
F (2.4138, 1.3299, -0.1813)  -0.31
P (0.3371, -0.9323, 0.0790)  0.53
H (-2.1738, -0.3651, 0.0711)  0.06
H (-0.9591, 0.8378, 0.7244)  0.03
H (-1.1243, 0.5737, -0.9302)  0.01

=====

3.
Below is a structure of composition C29H28IrN6OPS3, with properties calculated with wB97M-V/def2-TZVPD.

Computed properties:
- Gap between HOMO and LUMO (alpha / beta): 7.7 / 6.3 eV
- 2S+1: 5
- Net charge: +2
- E_HOMO (alpha / beta): -12.5 / -13.8 eV

Last column: Löwdin charge in e.
Positions of all 69 atoms, in Å:
Ir (0.3245, -1.0184, 0.0122)  0.88
N (2.0675, 1.0329, 1.8741)  -0.09
P (2.3394, -0.5689, 1.3794)  0.93
C (3.9519, -0.4825, 0.5650)  -0.34
C (4.8911, 0.4577, 0.9906)  -0.08
C (6.1478, 0.4905, 0.4085)  -0.05
C (6.4747, -0.4093, -0.5975)  -0.05
C (5.5418, -1.3422, -1.0260)  -0.06
C (4.2815, -1.3778, -0.4470)  -0.11
C (2.5809, -1.4336, 2.9447)  -0.34
C (1.9631, -2.6681, 3.1353)  -0.11
C (2.1319, -3.3565, 4.3283)  -0.06
C (2.9099, -2.8070, 5.3383)  -0.05
C (3.5295, -1.5782, 5.1512)  -0.05
C (3.3738, -0.8936, 3.9560)  -0.07
C (1.6146, 1.9152, 0.9004)  -0.39
C (1.4221, 3.2760, 1.1389)  0.00
C (1.0466, 4.0716, 0.0780)  -0.03
C (0.8828, 3.5089, -1.1886)  -0.05
C (1.0681, 2.1538, -1.3238)  -0.13
N (1.4049, 1.3622, -0.2942)  0.01
H (1.8807, 1.2474, 2.8408)  0.12
H (4.6387, 1.1742, 1.7613)  0.10
H (6.8726, 1.2228, 0.7386)  0.12
H (7.4559, -0.3779, -1.0522)  0.12
H (5.7932, -2.0369, -1.8162)  0.11
H (3.5496, -2.0930, -0.8015)  0.03
H (1.3391, -3.0854, 2.3529)  0.06
H (1.6556, -4.3182, 4.4723)  0.11
H (3.0410, -3.3392, 6.2714)  0.12
H (4.1447, -1.1587, 5.9361)  0.12
H (3.8884, 0.0486, 3.8098)  0.10
H (1.5917, 3.6876, 2.1252)  0.12
H (0.8986, 5.1331, 0.2281)  0.12
H (0.6184, 4.1139, -2.0436)  0.12
H (0.9400, 1.6601, -2.2800)  0.12
O (-0.3209, -0.5858, 2.2228)  -0.29
N (-1.1195, -1.4325, 2.8357)  -0.19
C (-1.4729, -1.1439, 4.1124)  0.01
C (-2.3185, -1.9598, 4.8093)  -0.01
C (-2.8177, -3.1115, 4.1968)  -0.03
C (-2.4285, -3.4065, 2.9135)  -0.07
C (-1.5532, -2.5638, 2.2192)  -0.61
S (-0.9957, -2.9486, 0.6352)  0.70
H (-1.0417, -0.2353, 4.5028)  0.15
H (-2.5870, -1.6958, 5.8217)  0.13
H (-3.4980, -3.7648, 4.7250)  0.13
H (-2.7811, -4.2938, 2.4073)  0.12
C (2.1387, -4.6140, -0.4507)  0.00
N (1.0216, -4.6621, -1.3882)  -0.11
C (0.3333, -5.8103, -1.7415)  -0.01
C (-0.5757, -5.4631, -2.6748)  -0.02
N (-0.4237, -4.1068, -2.8722)  0.10
C (0.5540, -3.6212, -2.0891)  -0.76
S (1.1327, -1.9935, -2.0866)  0.62
H (3.0843, -4.6866, -0.9851)  0.11
H (2.0487, -5.4471, 0.2406)  0.11
H (2.1052, -3.6798, 0.1036)  0.03
H (0.5492, -6.7669, -1.2995)  0.14
H (-1.2996, -6.0550, -3.2055)  0.14
H (-0.9322, -3.5446, -3.5352)  0.17
S (-3.3173, 1.2356, -1.9024)  1.11
C (-2.9407, 1.9320, -0.3879)  -0.34
C (-1.8561, 1.3266, 0.1477)  -0.23
N (-1.3346, 0.3223, -0.6361)  -0.20
C (-2.0159, 0.1676, -1.7439)  -0.47
H (-3.5241, 2.7398, 0.0228)  0.09
H (-1.3874, 1.5637, 1.0905)  0.11
H (-1.7628, -0.5596, -2.5000)  0.07

=====

Number 1: energy -60097.405 eV. Number 2: energy -19233.558 eV. Number 3: energy -86134.897 eV.